The following is a quantum chemistry calculation of a cluster of 22 separate species, C68H192N12O22 in total in a non-equilibrium geometry, from the Open Molecules 2025 dataset.

DFT total energy	-136545.081	eV
HOMO level	-8.62	eV
LUMO energy	0.016	Eh
maximum force	2.76	eV/A
frontier orbital gap	0.3324	Eh

Structure (ORCA input):
```
! RIJCOSX wB97M-V def2-TZVPD def2/J DEFGRID3
* xyz 0 1
C 5.2374 1.7905 3.4305
C 5.0886 1.1983 4.8282
O 4.4070 -0.0446 4.6453
H 5.8931 1.1028 2.8964
H 5.6238 2.8085 3.4792
H 4.2508 1.8246 2.9685
H 4.5033 1.8257 5.5004
H 6.0845 1.0463 5.2446
H 3.9684 -0.2265 5.4796
C -7.8858 -2.0106 -4.1963
C -6.9573 -1.0492 -4.9844
O -6.0111 -0.6616 -4.0879
H -7.2859 -2.8740 -3.9087
H -8.8337 -2.2974 -4.6515
H -8.2570 -1.4491 -3.3390
H -7.4410 -0.1233 -5.2957
H -6.5498 -1.5520 -5.8615
H -5.1910 -1.0721 -4.3716
C 1.8305 3.2006 5.5119
C 1.2423 4.2672 4.4854
O 0.1469 4.9351 5.0044
H 1.1285 2.5047 5.9713
H 2.3078 3.6443 6.3856
H 2.4521 2.4934 4.9628
H 0.9078 3.8088 3.5549
H 1.9402 5.0647 4.2306
H -0.2322 5.4329 4.2762
C 2.9377 5.2780 -3.3128
C 4.0988 5.8846 -2.5580
O 4.7362 4.8116 -1.9144
H 3.3507 4.4396 -3.8736
H 2.3679 5.9906 -3.9092
H 2.1751 4.7902 -2.7056
H 3.6636 6.5607 -1.8221
H 4.7982 6.3854 -3.2275
H 4.1853 4.3128 -1.3068
C 2.7893 5.1999 0.5438
C 2.7398 3.6698 0.7137
O 3.0516 3.0467 -0.5439
H 2.4179 5.4049 -0.4603
H 3.8039 5.5668 0.6989
H 2.0922 5.7121 1.2070
H 1.7446 3.3291 0.9994
H 3.3548 3.3008 1.5345
H 3.1395 2.1160 -0.3253
C 6.7993 5.5694 3.9430
C 5.4176 5.8517 3.3897
O 5.0408 7.1827 3.5072
H 7.4797 6.3774 3.6740
H 7.1949 4.6851 3.4435
H 6.9349 5.4419 5.0169
H 4.7697 5.1383 3.8991
H 5.3960 5.5673 2.3377
H 5.5661 7.6643 2.8640
C -8.1734 0.9405 0.1844
C -7.6835 1.0853 -1.2460
O -6.6116 0.2617 -1.4786
H -8.5868 -0.0437 0.4046
H -9.1036 1.5082 0.2064
H -7.4614 1.3122 0.9212
H -7.3772 2.0998 -1.5007
H -8.4479 0.8320 -1.9806
H -6.3921 0.3067 -2.4121
C -2.1829 7.0453 1.3129
C -0.7070 6.8429 1.6405
O -0.5068 6.5865 3.0175
H -2.7040 6.0979 1.4506
H -2.2340 7.3621 0.2712
H -2.7288 7.7785 1.9066
H -0.1694 7.7473 1.3557
H -0.3932 6.0238 0.9934
H -0.8507 7.3940 3.4064
C 1.2021 -0.9401 7.3239
C 2.3432 -0.1527 7.8138
O 3.5419 -0.7430 7.2981
H 1.2539 -1.0460 6.2403
H 0.2158 -0.5122 7.5033
H 1.2830 -1.9453 7.7375
H 2.4023 -0.2724 8.8956
H 2.2782 0.9203 7.6337
H 4.2527 -0.6413 7.9352
C 6.4404 -3.5012 1.4762
C 6.2088 -2.6257 2.7440
O 5.6425 -1.3453 2.3512
H 5.5840 -3.9075 0.9381
H 6.9996 -4.3652 1.8352
H 7.1131 -2.9509 0.8183
H 7.1656 -2.4913 3.2486
H 5.6034 -3.0639 3.5375
H 5.1657 -1.0319 3.1233
C -7.6992 -3.0309 0.2726
C -6.8143 -2.9401 1.5139
C -6.3226 -1.5239 1.8363
O -5.6297 -1.6765 3.0523
C -4.9335 -0.5035 3.2646
N -7.6930 -3.4456 2.5328
H -7.9435 -4.0608 0.0125
H -7.1213 -2.6879 -0.5856
H -8.6450 -2.4892 0.2671
H -5.9694 -3.6162 1.3837
H -7.1843 -0.8744 1.9903
H -5.7684 -1.1055 0.9961
H -4.3403 -0.5427 4.1783
H -5.5416 0.3995 3.3193
H -4.2346 -0.2383 2.4714
H -7.8254 -4.4267 2.3326
H -8.6513 -3.1352 2.4584
C -3.9162 3.1516 1.8315
C -4.7471 2.7027 0.5836
C -4.1807 3.2974 -0.7385
O -4.1787 4.6998 -0.6210
C -3.3341 5.3050 -1.6479
N -4.8669 1.3177 0.5346
H -4.2226 2.5881 2.7128
H -4.0787 4.2214 1.9626
H -2.8512 2.9853 1.6696
H -5.7253 3.1763 0.6664
H -4.7873 3.0508 -1.6099
H -3.1501 2.9550 -0.8327
H -3.2957 6.3928 -1.5903
H -3.6978 5.0352 -2.6394
H -2.3320 4.8763 -1.6401
H -5.5741 1.0902 -0.1495
H -4.0641 0.9465 0.0470
C 6.7872 3.0459 0.4850
C 8.2545 2.9947 0.9323
C 8.6449 1.5541 1.2425
O 8.5486 0.7137 0.1098
C 8.7238 -0.6898 0.4309
N 9.0077 3.6299 -0.1543
H 6.1192 2.4096 1.0656
H 6.7472 2.6958 -0.5464
H 6.3219 4.0308 0.4442
H 8.3414 3.6300 1.8138
H 7.9530 1.2491 2.0275
H 9.6291 1.5120 1.7090
H 9.7934 -0.8005 0.6093
H 8.4571 -1.3286 -0.4111
H 8.1016 -1.0404 1.2543
H 9.9546 3.8504 0.1194
H 9.0505 2.9344 -0.8855
C -4.3602 -3.7145 -1.5792
C -3.0175 -4.4156 -1.3043
C -3.1279 -4.9731 0.1561
O -1.8388 -5.3964 0.5913
C -1.8290 -5.8618 1.9248
N -2.8192 -5.4478 -2.2489
H -4.5319 -2.9298 -0.8425
H -5.2358 -4.3631 -1.6076
H -4.4249 -3.2497 -2.5630
H -2.1583 -3.7489 -1.3783
H -3.8941 -5.7345 0.3021
H -3.5389 -4.1495 0.7398
H -2.5346 -6.6924 1.9450
H -1.9894 -5.1829 2.7623
H -0.8470 -6.3151 2.0598
H -2.0555 -6.0253 -1.9274
H -3.5609 -6.1263 -2.1514
C -0.0458 -1.4053 -1.0440
C -0.8845 -0.6592 0.0021
C -0.0858 0.4330 0.8024
O 1.0692 -0.0766 1.4971
C 1.2111 0.4733 2.7851
N -2.1201 -0.1063 -0.4655
H 0.3842 -0.7767 -1.8239
H -0.6568 -2.1546 -1.5473
H 0.7888 -1.9411 -0.5919
H -1.1122 -1.3635 0.8023
H -0.7887 0.9016 1.4911
H 0.2188 1.2336 0.1284
H 2.0307 -0.1204 3.1899
H 0.3705 0.3686 3.4711
H 1.5481 1.5095 2.8158
H -2.6750 -0.8930 -0.7710
H -1.8677 0.4364 -1.2790
C -2.0030 -6.4335 -5.6897
C -2.4824 -4.9674 -6.0161
C -2.9584 -4.8662 -7.4642
O -1.8356 -5.2519 -8.2929
C -2.1640 -5.9350 -9.4339
N -3.4632 -4.5317 -5.0304
H -1.0175 -6.6576 -6.0980
H -2.7558 -7.1977 -5.8832
H -1.7671 -6.5636 -4.6336
H -1.6680 -4.2588 -5.8653
H -3.2468 -3.8472 -7.7224
H -3.7811 -5.5811 -7.4688
H -1.3076 -6.2916 -10.0062
H -2.6405 -5.2696 -10.1539
H -2.8491 -6.7346 -9.1523
H -3.0458 -4.7391 -4.1343
H -4.3252 -5.0550 -4.9738
C 5.0601 0.3314 -1.5980
C 3.7652 -0.2768 -1.0325
C 4.0151 -1.7894 -0.9187
O 4.1425 -2.2480 -2.2640
C 4.6507 -3.5391 -2.4245
N 3.5627 0.3535 0.2880
H 5.8861 0.2011 -0.8988
H 4.9055 1.3781 -1.8599
H 5.4513 -0.2036 -2.4633
H 2.9289 -0.0565 -1.6960
H 3.2454 -2.3228 -0.3610
H 4.9133 -1.9542 -0.3235
H 5.7239 -3.6793 -2.2952
H 4.4199 -4.0053 -3.3824
H 4.3256 -4.1916 -1.6141
H 4.2947 0.0873 0.9310
H 2.6915 0.0151 0.6708
C -1.0650 -1.6357 -4.7527
C -2.4145 -1.0254 -4.2565
C -2.4198 0.4457 -4.2133
O -1.5883 0.8968 -3.1482
C -1.3472 2.3067 -3.1903
N -3.4730 -1.5456 -5.1407
H -0.8634 -1.4154 -5.8010
H -1.0448 -2.6832 -4.4520
H -0.2243 -1.1996 -4.2130
H -2.6799 -1.4251 -3.2778
H -3.3969 0.8357 -3.9281
H -2.2334 0.8824 -5.1945
H -0.4655 2.5245 -3.7930
H -1.2621 2.6946 -2.1752
H -2.1985 2.8740 -3.5665
H -3.5132 -2.5542 -5.1071
H -3.1463 -1.3967 -6.0848
C 2.5720 -4.2806 2.1506
C 1.9522 -3.1863 3.0611
C 0.4553 -3.1178 2.9982
O -0.0182 -2.2533 3.9820
C -1.4295 -2.4061 4.2347
N 2.4097 -3.3592 4.4068
H 3.6617 -4.3078 2.1461
H 2.3915 -4.0139 1.1092
H 2.1871 -5.2719 2.3900
H 2.3374 -2.2042 2.7866
H -0.0135 -4.0998 3.0601
H 0.1022 -2.6958 2.0573
H -1.9179 -1.9891 3.3539
H -1.7553 -1.7974 5.0782
H -1.7547 -3.4419 4.3310
H 1.8574 -2.6706 4.8976
H 3.3532 -3.0316 4.5570
C -0.5015 3.3217 -7.0647
C 0.8325 3.1394 -6.2572
C 1.2551 1.6257 -6.2617
O 2.3701 1.4046 -5.4110
C 2.1615 1.3838 -3.9650
N 1.8114 4.0004 -6.9255
H -0.3316 3.0077 -8.0946
H -0.7028 4.3897 -7.1483
H -1.3936 2.8776 -6.6229
H 0.7468 3.4115 -5.2052
H 1.5179 1.4155 -7.2985
H 0.4467 0.9378 -6.0140
H 1.4556 0.6134 -3.6547
H 1.8962 2.3623 -3.5646
H 3.1030 1.1979 -3.4482
H 2.5372 3.3509 -7.1927
H 1.3858 4.2720 -7.8003
C 1.6609 -5.1855 -1.4331
C 0.5784 -6.0274 -2.1707
C 1.2427 -6.8343 -3.3000
O 2.0835 -5.9870 -4.1198
C 1.4075 -5.1105 -5.0679
N -0.1804 -6.8309 -1.1786
H 2.1608 -4.3834 -1.9763
H 2.4858 -5.8199 -1.1089
H 1.2638 -4.7621 -0.5105
H -0.1474 -5.3469 -2.6159
H 0.4862 -7.4220 -3.8200
H 1.9158 -7.5355 -2.8067
H 0.6842 -4.5537 -4.4721
H 0.9237 -5.6412 -5.8879
H 2.0084 -4.3426 -5.5551
H -0.4870 -6.1930 -0.4581
H 0.5626 -7.3081 -0.6882
C -1.7991 1.2428 6.8190
C -2.6159 2.4690 7.1683
C -3.1375 3.1563 5.9165
O -3.8206 4.3887 6.2106
C -4.1679 5.1207 5.0086
N -3.7317 2.1156 8.0535
H -1.7283 0.4888 7.6030
H -0.7744 1.4627 6.5193
H -2.2083 0.6332 6.0134
H -2.0030 3.1647 7.7415
H -3.7582 2.4346 5.3854
H -2.3109 3.3968 5.2479
H -4.6990 6.0521 5.2051
H -4.7566 4.5772 4.2695
H -3.2736 5.4154 4.4596
H -4.3619 2.8978 8.1585
H -3.3511 1.9361 8.9717
*
```

---

The following is a quantum chemistry calculation of a cluster of 16 separate species, C36H83B2F5N6O21S in total in a non-equilibrium geometry, from the Open Molecules 2025 dataset.

DFT total energy	-116373.111	eV
HOMO level	-7.72	eV
LUMO energy	-0.007	Eh
maximum force	7.93	eV/A
frontier orbital gap	0.2767	Eh

Structure (ORCA input):
```
! RIJCOSX wB97M-V def2-TZVPD def2/J DEFGRID3
* xyz 0 1
C -5.4099 -0.9171 0.4111
C -4.8128 -2.3680 0.0068
C -3.2211 -2.3997 0.3073
N -2.3864 -1.9989 -0.9070
C -1.4547 -0.8793 -0.5520
C -0.2373 -1.1937 0.3838
C 0.0822 -2.6467 1.0004
O 1.1967 -3.1917 0.1744
N 2.0102 -3.9289 0.9634
O 3.0166 -4.1512 0.3322
C 0.7032 0.0074 0.7238
C 0.5129 1.4943 0.1771
C -0.7017 1.8025 -0.8239
C -0.7910 3.2769 -1.3758
F -1.6596 3.5674 -2.4581
F 0.5392 3.6040 -1.8974
C -1.2272 4.3146 -0.1742
F -0.2590 5.3570 -0.0901
F -1.5120 3.6636 1.0553
F -2.4693 4.9502 -0.5777
C -1.6495 0.5965 -1.1220
B -2.9600 0.7676 -2.0673
N -2.8550 0.3576 -3.5034
O -4.2538 1.2660 -1.6047
N 1.5006 2.4867 0.6388
C 1.7188 2.4848 2.1099
C 1.6283 3.8287 2.9599
N 1.2920 5.1455 2.3461
C 2.3938 5.8352 2.1408
O 3.5245 6.3831 2.1069
C 1.9026 3.8388 4.5294
C 2.2765 2.5229 5.3414
N 2.5494 2.5751 6.8145
C 2.3451 1.1788 4.5009
B 2.7117 -0.1943 5.3191
O 3.8255 -0.2424 6.2433
O 1.8941 -1.3825 5.1193
C 1.0651 -1.6138 6.3068
C 0.4360 -3.0951 6.1724
C 2.0792 1.1821 2.9585
S 2.1207 -0.3702 1.8981
H -5.8937 -1.0197 1.4619
H -4.5710 -0.1441 0.5090
H -6.2150 -0.6486 -0.3609
H -4.9842 -2.5970 -1.1084
H -5.3144 -3.1624 0.6700
H -2.9406 -1.6496 1.1465
H -2.9304 -3.4631 0.6796
H -1.7938 -2.8354 -1.1126
H 0.4670 -2.6247 2.0802
H -0.7750 -3.3999 0.8957
H -2.7739 -0.6877 -3.5928
H -3.6643 0.7094 -4.0446
H -4.8632 1.3734 -2.3839
H 1.2429 3.4645 0.4322
H 1.8242 4.8184 5.1460
H 1.8962 3.2515 7.2745
H 3.4715 3.0683 6.8749
H 3.5219 -0.0743 7.1694
H 1.6960 -1.5870 7.2802
H 0.2226 -0.8415 6.4220
H -0.4637 -3.1190 5.4456
H 0.1100 -3.4678 7.2208
H 1.2918 -3.8010 5.8392
C 2.6256 4.2153 -5.1216
O 2.1609 3.0005 -4.5526
H 3.5886 4.0372 -5.5982
H 1.9101 4.5659 -5.8707
H 2.7438 4.9661 -4.3355
H 1.3077 3.1882 -4.1379
C 4.8798 4.6752 -0.1247
O 4.5268 3.3681 -0.5511
H 5.6181 5.0842 -0.8160
H 3.9932 5.3133 -0.1239
H 5.3096 4.6309 0.8792
H 3.8730 3.0282 0.0760
C -1.0719 -2.8417 -5.5128
O -2.1806 -2.2178 -4.8829
H -0.2251 -2.8331 -4.8257
H -1.3246 -3.8754 -5.7626
H -0.8073 -2.2925 -6.4196
H -2.9143 -2.2392 -5.5122
C -3.5137 -5.7750 -2.0619
O -3.2301 -5.2903 -0.7564
H -4.2752 -5.1405 -2.5169
H -2.6063 -5.7436 -2.6701
H -3.8867 -6.7996 -2.0002
H -2.5544 -5.8695 -0.3779
C -6.5804 -7.6767 -3.8677
O -5.1942 -7.9183 -4.0544
H -6.7667 -6.6058 -3.9564
H -7.1529 -8.2077 -4.6323
H -6.8824 -8.0150 -2.8732
H -5.0574 -8.8717 -3.9709
C 5.8043 -6.3524 0.4257
O 5.2722 -6.0986 1.7147
H 6.4338 -7.2422 0.4706
H 4.9880 -6.5226 -0.2809
H 6.4065 -5.4992 0.1035
H 4.7195 -5.3054 1.6433
C 0.9976 -6.2325 3.7554
O 1.2653 -4.8387 3.7841
H -0.0758 -6.3888 3.8752
H 1.3189 -6.6484 2.7965
H 1.5280 -6.7264 4.5727
H 2.2202 -4.7301 3.6761
C -0.3306 6.9444 -6.2340
O -0.6827 5.6424 -6.6731
H 0.4114 7.3600 -6.9171
H -1.2180 7.5823 -6.2314
H 0.0939 6.8889 -5.2284
H -1.3392 5.3002 -6.0508
C -0.5561 5.2329 8.7151
O 0.4610 4.8943 7.7835
H -1.4346 4.6182 8.5165
H -0.2029 5.0413 9.7312
H -0.8200 6.2874 8.6041
H 1.2257 5.4526 7.9815
C 6.6406 5.0817 -6.1713
O 5.3793 4.8571 -6.7820
H 6.6745 6.1063 -5.7990
H 6.7739 4.3892 -5.3364
H 7.4365 4.9377 -6.9065
H 5.3765 3.9445 -7.1021
C -2.4254 -4.6742 8.9630
O -1.7291 -3.4548 8.7578
H -1.8029 -5.4988 8.6135
H -2.6335 -4.8046 10.0280
H -3.3613 -4.6632 8.3986
H -2.3020 -2.7436 9.0749
C -0.4046 2.3584 -8.6719
O -0.2913 1.7200 -7.4099
H -0.9375 1.6963 -9.3558
H -0.9633 3.2915 -8.5628
H 0.5926 2.5633 -9.0700
H 0.1839 2.3261 -6.8241
C 2.7397 -9.6616 5.7648
O 3.0085 -8.2686 5.7930
H 1.6668 -9.8161 5.8856
H 3.0594 -10.0789 4.8066
H 3.2704 -10.1555 6.5827
H 3.9632 -8.1602 5.6841
C -5.3900 3.1397 0.8090
O -5.8656 1.9180 1.3534
H -4.4255 2.9618 0.3336
H -6.0977 3.5105 0.0628
H -5.2694 3.8765 1.6078
H -6.7192 2.1039 1.7673
C 1.3514 8.1918 -9.9660
O 0.9996 6.8899 -10.4065
H 2.0931 8.6073 -10.6492
H 0.4640 8.8302 -9.9633
H 1.7766 8.1367 -8.9604
H 0.3430 6.5457 -9.7852
*
```

---

The following is a quantum chemistry calculation of an isolated molecule of C5H8N4O in a non-equilibrium geometry, from the Open Molecules 2025 dataset.

DFT total energy	-13320.368	eV
HOMO level	-9.96	eV
LUMO energy	0.020	Eh
maximum force	5.28	eV/A
SMILES string	CC(=O)Cn1nnc(C)n1
frontier orbital gap	0.3859	Eh

Structure (ORCA input):
```
! RIJCOSX wB97M-V def2-TZVPD def2/J DEFGRID3
* xyz 0 1
C -2.5581 -0.8942 0.5197
C -1.9665 0.4352 0.0012
O -2.1109 1.5366 0.5226
C -1.2251 0.3121 -1.2993
N 0.1586 -0.0730 -0.8970
N 0.6728 -1.2616 -0.8485
N 1.7910 -1.1316 -0.1893
C 1.9454 0.1656 0.1345
C 3.0584 0.6209 0.9360
N 0.9280 0.9364 -0.2762
H -1.7556 -1.4837 0.6588
H -3.0497 -0.6806 1.5124
H -3.3228 -1.1599 -0.1749
H -1.2371 1.2656 -1.8213
H -1.4797 -0.5318 -1.9416
H 3.7972 0.2044 0.2799
H 3.1198 1.6391 1.0756
H 3.2342 0.1004 1.8074
*
```

---

The following is a quantum chemistry calculation of a structure of composition C11H13FNO3PdS2, from the Open Molecules 2025 dataset.

DFT total energy	-47107.676	eV
HOMO level (spin up / spin down)	-10.55 / -12.74	eV
LUMO energy (spin up / spin down)	-0.125 / -0.217	Eh
maximum force	0.99	eV/A
frontier orbital gap (spin up / spin down)	0.2623 / 0.2508	Eh

Structure (ORCA input):
```
! RIJCOSX wB97M-V def2-TZVPD def2/J DEFGRID3
* xyz 1 5
Pd 0.0032 -0.1999 0.8876
N -1.6420 -1.7277 0.0461
C -1.4150 -2.1571 -1.2675
C -0.5277 -0.7260 -2.3214
O -0.7754 -1.0628 -3.4230
O -0.0163 0.0268 -1.5425
H -1.4753 -2.4484 0.7413
H -2.5545 -1.3125 0.1815
H -2.2740 -2.3117 -1.9080
H -0.6397 -2.9082 -1.3601
F 2.0937 2.7849 5.7383
C 1.9239 2.4776 4.4524
C 2.9113 1.7334 3.8098
C 2.7276 1.3899 2.4971
C 1.5696 1.8156 1.7784
C 1.4499 1.5569 0.4015
C 0.5922 2.5789 2.4873
C 0.7653 2.9014 3.8115
H 3.7989 1.4453 4.3569
H 3.4848 0.8196 1.9745
H 2.2687 1.0870 -0.1269
H 0.7454 2.1173 -0.2001
H -0.2821 2.9315 1.9541
H 0.0407 3.4905 4.3572
C -2.6447 -0.2976 4.1747
O -1.4115 -0.2445 4.9338
C -0.3249 -0.7133 4.4131
S 1.1321 -0.7570 5.1764
S -0.1243 -1.5233 2.9131
H -3.3312 0.3451 4.7132
H -3.0073 -1.3227 4.1583
H -2.4727 0.0785 3.1684
*
```